[1]
39
Properties=species:S:1:pos:R:3:forces:R:3 method="wB97M-V/def2-TZVPD" charge=+1 e_tot_ev=-61137.4126 homo_lumo_gap_ev="8.123 / 7.996" spin_multiplicity=5
H 11.046642 25.158533 -9.240316 -0.13 0.04 0.06
O 16.369308 20.344429 -11.483718 0.48 -0.47 0.47
C 16.438182 19.157028 -11.868083 -1.48 0.34 -1.41
C 15.885631 20.658344 -7.490460 -0.65 -0.58 0.08
H 12.741292 25.368243 -9.680785 -0.47 0.48 0.03
H 13.376218 20.055488 -8.428067 -0.34 -0.38 0.43
H 10.446177 22.880793 -8.744539 0.03 0.57 -0.23
N 16.594024 19.518775 -7.244751 -0.16 0.51 -0.56
H 15.238236 17.485960 -12.286419 0.50 -0.13 -0.17
N 15.404582 18.302031 -11.730167 -0.20 -0.12 0.82
H 16.185480 23.735137 -9.852062 -0.27 -0.18 0.10
O 13.190548 20.114384 -10.416439 1.31 -0.02 -0.20
O 16.110483 22.983916 -10.451950 1.08 1.07 -0.39
N 11.299211 22.600696 -9.198933 -0.35 -0.59 0.48
O 14.347908 22.070823 -12.599081 -0.21 0.37 -0.64
H 17.558983 17.768095 -12.874550 0.50 -0.06 -0.02
C 12.286994 23.477608 -9.508147 -0.80 -0.59 0.60
H 17.215166 19.222492 -7.978516 -0.09 -0.23 0.08
H 16.774241 19.250722 -6.297938 0.30 -0.09 0.08
O 13.440018 23.113553 -9.774891 -0.15 0.65 0.01
H 15.060260 22.209124 -6.542545 -0.28 -0.16 0.05
O 15.638900 21.077373 -8.625436 0.72 -0.10 0.65
H 14.574827 18.130054 -8.652293 -0.11 0.02 0.17
H 11.845292 19.473260 -9.037022 -0.03 -0.75 -0.02
H 15.438042 20.955265 -5.446165 0.32 -0.20 0.02
C 13.555119 18.058372 -9.036045 -0.21 -1.16 -0.01
H 18.204913 19.422667 -12.641482 0.34 -0.64 -0.45
H 13.508557 22.343230 -12.992453 0.01 -0.09 0.24
N 11.936021 24.789547 -9.504091 1.35 -0.39 -0.40
H 14.653761 18.526931 -11.089014 -0.07 0.63 -0.27
C 12.930006 19.412193 -9.211551 0.40 2.54 -0.36
H 15.012888 22.233841 -13.278422 0.01 -0.23 0.11
H 11.520006 21.653598 -8.926296 0.61 0.01 -0.58
Fe 14.683354 21.531147 -10.543565 -1.48 -2.17 0.38
H 16.661924 23.206174 -11.213251 -0.03 -0.20 0.10
H 12.924283 17.465196 -8.367087 0.33 0.08 0.34
N 15.346429 21.254821 -6.397166 -0.21 0.82 -0.16
H 13.628456 17.404119 -9.912966 -0.35 0.41 -0.24
N 17.460300 18.741004 -12.664252 -0.25 1.01 0.82

---

[2]
22
Properties=species:S:1:pos:R:3:forces:R:3 method="wB97M-V/def2-TZVPD" charge=+2 e_tot_ev=-9397.8363 homo_lumo_gap_ev="11.745 / 6.268" de_lowest_kcal_mol=70.8 spin_multiplicity=2
H -0.368293 -1.035414 -2.283697 0.28 1.08 0.83
H 0.446332 -3.296842 -0.664626 -0.75 -0.03 0.50
H 1.066110 -2.829485 -2.094982 0.94 0.47 -1.29
H 2.176475 2.371127 2.409949 1.49 3.93 0.23
H 0.706835 0.625363 -0.869327 -0.57 0.78 3.14
H -0.505522 -0.623037 1.411737 -0.19 1.72 -0.80
H 2.089849 1.111505 3.258237 -0.79 1.16 -3.05
C -1.377718 -1.179612 -0.392367 -0.57 3.02 1.41
C -0.269750 2.383679 -0.203266 1.37 0.92 1.11
H -0.736782 2.808735 0.725566 0.08 -0.80 -0.95
N 0.291131 0.948228 0.116941 -2.63 -0.27 -5.15
C -0.875145 0.040006 0.550863 0.01 -0.28 2.26
H 0.566692 3.121551 -0.415095 -0.70 -1.33 0.01
N -0.246938 -1.418174 -1.324966 -3.79 -3.15 -1.11
H -1.652677 0.809299 0.952239 0.90 -2.02 -0.90
C 0.146414 -2.781204 -1.574531 2.38 -0.04 2.41
H -0.524335 -3.406221 -2.116234 -1.43 -0.20 -0.64
H -1.896858 -1.861902 0.391561 2.05 -0.19 -1.76
H 0.939964 0.901290 0.859114 1.90 0.64 1.46
O 1.857236 1.533828 2.320376 -0.78 -5.18 2.72
H -2.282950 -0.774616 -0.880256 0.68 -0.11 -0.96
H -0.934877 2.320428 -1.075209 0.12 -0.10 0.53

---

[3]
102
Properties=species:S:1:pos:R:3:forces:R:3 method="wB97M-V/def2-TZVPD" charge=-1 e_tot_ev=-276355.7658 homo_lumo_gap_ev="7.227 / 6.180" de_lowest_kcal_mol=4.4 spin_multiplicity=2
H -2.876054 2.822906 4.682308 -0.01 0.01 0.00
N 2.546411 -3.419627 -3.118571 0.02 0.00 0.01
O 5.811874 -0.231132 -3.433236 -0.02 -0.03 -0.01
H 0.679444 -2.573953 -2.690104 0.01 0.00 0.02
C -4.392124 -0.848524 3.388556 -0.01 0.03 -0.02
O -3.511671 -2.707689 0.755142 -0.03 0.13 -0.11
C 4.855454 3.093579 0.474604 -0.02 -0.01 0.00
H -2.809480 -2.375482 -3.693797 -0.01 0.00 0.01
C -2.324055 6.224455 -3.821779 0.01 0.00 0.00
C 4.097467 -4.480123 -1.024131 -0.02 0.02 0.01
C 1.737550 -2.349418 -2.529848 -0.03 0.02 0.01
C -1.943837 5.860354 -2.540257 -0.01 0.02 0.01
C 5.223037 1.856020 -1.933740 -0.03 -0.03 -0.04
C -2.239708 0.352355 3.744532 -0.01 -0.08 0.17
H -1.183943 -1.628924 -2.128757 0.04 0.03 0.01
H -6.244177 -1.890365 3.188169 0.01 -0.01 0.00
H -6.187463 -4.621787 -2.323455 0.00 0.00 0.00
H 4.198490 -2.155259 -3.394034 0.00 0.01 0.00
C 3.960065 1.901490 -1.379748 -0.03 0.00 0.00
H -2.852806 7.155455 -3.983180 0.00 0.00 0.00
C 0.752038 1.787981 5.528433 -0.02 0.03 0.04
N -2.414818 -0.174910 -1.232394 0.05 0.12 0.23
C 1.882043 -3.925620 -0.256127 0.04 0.01 0.01
H 0.282883 -0.072931 4.565668 -0.06 0.08 0.01
P 2.027750 -2.124364 -0.702517 0.00 -0.10 0.10
C -1.877490 -1.574512 -1.271073 0.13 0.06 -0.12
Br -0.216441 2.731945 1.269416 0.02 0.04 0.18
H -5.337129 -0.429725 7.112855 0.00 0.00 0.00
S 5.072337 1.003957 -3.480070 0.06 -0.01 0.03
C -2.022432 5.399333 -4.897626 0.02 -0.02 0.01
C 3.757060 2.535496 -0.167922 0.01 0.00 0.06
H 2.184060 -4.065623 0.785563 0.00 0.01 -0.01
C -3.537375 -0.170287 4.257352 -0.02 0.02 -0.04
H 4.722887 3.578811 1.433622 0.00 0.00 -0.01
H -4.818110 -3.743991 -4.196948 0.00 0.00 0.00
H 1.767093 1.485239 5.750349 -0.04 0.02 -0.02
N 3.463761 0.703029 -3.356996 -0.05 0.04 0.08
C -1.025586 3.411163 5.602107 0.01 0.01 0.00
H -0.375809 5.055820 -0.349943 0.00 0.00 0.00
H -1.069044 3.578596 -5.519250 0.00 0.00 0.00
H -5.535723 -4.138809 0.023269 0.00 0.00 -0.01
H 4.193961 -1.135320 -1.270205 0.01 -0.01 0.00
C 2.261578 -4.710046 -2.504963 -0.02 0.01 0.00
C 0.281556 3.037973 5.899837 -0.03 -0.02 -0.02
H 6.967737 3.464971 0.433435 0.00 0.00 0.00
C -1.862248 2.535175 4.931695 -0.02 -0.01 0.00
H -2.446713 2.258314 -1.807965 0.00 0.00 0.00
Cl 2.496368 -1.157661 5.372428 0.18 -0.17 0.08
O -1.251044 -1.869100 -0.101595 -0.10 0.22 0.09
C -5.313218 -4.014924 -2.120601 0.04 0.02 0.00
H -3.201113 0.478517 6.275362 0.02 0.03 0.01
H 2.763265 2.576500 0.256188 -0.03 -0.01 0.03
C 2.956809 1.200745 -2.253603 0.05 0.01 -0.09
H -2.880522 0.118003 -2.086635 0.01 0.01 -0.04
C -4.551390 -3.522612 -3.171899 0.00 0.00 0.03
Cl 2.418599 0.382714 2.345657 -0.03 0.01 0.00
C -3.430101 -2.752031 -2.885695 0.00 -0.04 -0.03
H 4.656223 -5.247121 -1.567716 0.00 0.00 -0.01
C -3.840579 -2.969097 -0.527392 -0.01 0.04 0.09
C -1.332043 4.214523 -4.683735 -0.02 0.01 0.00
H 4.312272 -2.100739 0.196106 -0.01 -0.01 0.04
C -0.955067 3.844680 -3.400447 0.02 -0.03 -0.01
C -0.081577 0.905691 4.853745 -0.03 0.01 -0.04
H -2.175578 6.506002 -1.700947 0.00 0.00 -0.01
H 2.794031 -5.478779 -3.072383 0.00 0.00 0.00
H 0.933529 3.728347 6.419875 0.00 0.00 0.00
Ge 2.840135 -1.761984 3.218859 0.00 -0.03 -0.03
C 3.975492 -3.136968 -2.978233 0.00 0.01 0.01
N 2.676061 -4.818222 -1.107202 0.01 0.01 0.01
C -0.856091 4.288790 -0.945907 0.00 0.07 -0.10
H -4.118791 -0.984026 2.348160 -0.01 0.00 0.05
C 3.888268 -2.078394 -0.811524 -0.04 -0.02 -0.02
H 1.955180 -1.405376 -3.033349 0.00 -0.04 0.01
H 1.189016 -4.908148 -2.569758 0.00 0.00 0.00
N 4.447411 -3.185119 -1.593811 -0.01 0.01 0.01
N -1.774297 0.020029 2.635436 0.11 -0.03 -0.01
C -0.994152 3.069297 -0.430386 0.05 -0.02 0.09
C -3.878447 -0.023649 5.598746 0.02 -0.01 -0.04
H -6.866910 -1.610082 5.568474 0.00 0.00 0.00
H 7.308417 2.351592 -1.770279 -0.01 0.00 0.00
C -5.932014 -1.205875 5.201373 0.02 0.02 0.02
H 4.525076 -3.893198 -3.545666 0.00 0.00 0.00
C 6.126831 3.027101 -0.089788 -0.01 0.01 0.00
H 0.825769 -4.201667 -0.314694 -0.01 0.00 0.00
C -5.076885 -0.540368 6.068172 -0.01 -0.02 -0.02
C -1.271519 4.659524 -2.313030 -0.02 0.00 0.02
Ca 0.044913 -0.399806 0.973118 0.15 -0.17 -0.70
H -0.377052 2.940668 -3.236334 -0.01 0.01 -0.01
C -1.739142 1.974968 -1.027770 -0.10 -0.12 -0.15
H -2.602954 -2.276306 0.698902 0.04 -0.27 0.05
H 4.403413 -4.503232 0.024711 0.00 0.00 0.01
C -4.958823 -3.748417 -0.806092 -0.04 -0.02 0.02
N -1.598643 0.752634 -0.685672 -0.10 -0.04 0.05
S 1.325466 1.098424 -1.810695 -0.07 0.00 0.03
H -1.388416 4.391170 5.884229 0.00 0.00 0.01
Cl 0.637724 -2.477904 2.827011 0.01 0.07 0.07
C -1.385170 1.281324 4.558201 -0.04 0.07 -0.08
C -3.070455 -2.459378 -1.580607 0.04 0.01 0.01
H -2.312515 5.686715 -5.900321 0.00 0.00 0.00
O 5.350326 1.902648 -4.567468 -0.03 0.01 0.00
C 6.327242 2.405566 -1.316892 0.02 0.01 -0.02
C -5.585630 -1.361989 3.865097 -0.01 0.00 -0.03

---

[4]
2
Properties=species:S:1:pos:R:3:forces:R:3 method="wB97M-V/def2-TZVPD" charge=+3 e_tot_ev=-71304.6691 homo_lumo_gap_ev=9.039 de_lowest_kcal_mol=0.2 spin_multiplicity=1
Br -26.710130 1.085510 2.239790 0.05 -0.57 -0.24
Hf -26.536040 -1.028530 1.353110 -0.05 0.57 0.24